A) The following is a quantum chemistry calculation of a gas-phase ion, C3H8ClN2 (charge +1), from the OMol25 dataset.

The geometry in XYZ format:
```
14
Properties=species:S:1:pos:R:3:lowdin_charge:R:1
H -1.56731 0.55908 1.24394 0.17
N -0.21985 -0.33173 -0.93720 0.03
H 1.93620 -0.99917 1.53535 0.10
H -1.46275 1.28692 -0.74960 0.11
Cl 2.75183 -1.04374 -0.80493 0.61
N -0.52786 0.29669 1.29217 0.18
C 1.91555 -0.32193 0.63057 -0.40
H -1.64766 0.14539 -2.28880 0.13
C 0.21470 -0.18181 0.31580 -0.27
H 2.38306 0.59892 0.87918 0.06
H -0.39218 0.45546 2.29053 0.15
C -1.52211 0.26215 -1.17194 -0.04
H 0.49149 -0.46141 -1.56465 0.06
H -2.35311 -0.26482 -0.67041 0.11
```

Computed properties:
total charge: +1
E_LUMO: -3.61 eV
HOMO level: -0.5646 hartree
HOMO-LUMO gap: 11.8 eV
SMILES string: C/[NH+]=C(\N)CCl

B) The following is a quantum chemistry calculation of a gas-phase ion, C3H8ClN2 (charge +1), from the OMol25 dataset.

The geometry in XYZ format:
```
14
Properties=species:S:1:pos:R:3:lowdin_charge:R:1
N -0.23466 -0.16594 0.00368 -0.17
H 1.33207 -0.94527 -1.18193 0.09
C 0.30545 -1.19562 -0.95419 0.08
H 2.17028 2.10377 0.32264 0.17
C -1.53386 -0.33846 0.54425 -0.07
Cl -0.21954 1.90226 1.57609 0.82
N 1.60849 1.28425 -0.02924 0.13
C 0.48223 0.78749 0.39138 -0.70
H -1.97033 -1.24154 0.22413 0.10
H 0.15571 -2.16059 -0.36897 0.14
H -0.49489 -1.22241 -1.65969 0.10
H 2.19760 0.77326 -0.70179 0.13
H -1.67622 -0.13625 1.57027 0.06
H -2.12234 0.55507 0.26337 0.11
```

Computed properties:
total charge: +1
E_LUMO: -3.23 eV
HOMO level: -0.5522 hartree
HOMO-LUMO gap: 11.8 eV
SMILES string: CN(C)C(=[NH2+])Cl

Which one sits at the bottom of the stability order? B) does.

A) The following is a quantum chemistry calculation of C2H4N2P2 in the gas phase, from the OMol25 dataset.

The geometry in XYZ format:
```
10
Properties=species:S:1:pos:R:3:lowdin_charge:R:1
H 2.22650 0.46333 -1.11953 -0.15
H -1.80011 -2.10871 0.42345 0.04
C -1.45977 -1.11881 0.19847 -0.48
H 2.61395 -0.77000 0.36008 -0.11
H -0.65117 2.25837 -0.09253 0.04
N -0.17435 -1.15194 0.14348 -0.04
P -2.32670 0.48593 -0.03885 0.85
C -0.71031 1.18290 -0.01940 -0.49
N 0.26603 0.24406 -0.05907 -0.49
P 2.01594 0.51487 0.20389 0.84
```

Computed properties:
E_LUMO: 0.73 eV
HOMO level: -0.3165 hartree
HOMO-LUMO gap: 9.3 eV
SMILES string: Pn1cpcn1

B) The following is a quantum chemistry calculation of 2 unconnected molecules or ions with the total composition C2H4N2P2, from the OMol25 dataset.

The geometry in XYZ format:
```
10
Properties=species:S:1:pos:R:3:lowdin_charge:R:1
H -0.81193 2.23661 -0.31642 0.08
P 2.72750 0.34516 0.34922 0.64
H -1.81455 -2.14631 0.67213 0.06
P -2.61856 0.35113 0.06179 0.92
C -1.63476 -1.11993 0.34148 -0.46
C -1.07660 1.13984 -0.09163 -0.50
N -0.36197 -0.95129 0.20183 -0.11
N -0.09234 0.27348 -0.21400 -0.15
H 2.44166 0.80213 -0.89926 -0.27
H 3.24155 -0.93081 -0.10514 -0.21
```

Computed properties:
E_LUMO (spin up / spin down): -1.17 / -2.87 eV
HOMO level (spin up / spin down): -0.3453 / -0.3050 hartree
HOMO-LUMO gap (spin up / spin down): 8.2 / 5.4 eV

C) The following is a quantum chemistry calculation of C2H4N2P2 in the gas phase, from the OMol25 dataset.

The geometry in XYZ format:
```
10
Properties=species:S:1:pos:R:3:lowdin_charge:R:1
C 1.21632 0.68407 -1.19644 -0.51
P -1.78135 -0.35005 0.93701 0.88
N -0.25098 -0.03370 0.19814 -0.57
N -0.06271 0.35376 -1.06649 -0.06
H 1.49525 1.01508 -2.24865 0.07
P 2.26271 0.49470 0.16091 0.88
C 0.82600 -0.00040 1.00372 -0.49
H 0.58198 -0.40152 1.98580 0.04
H -2.34890 -0.12394 -0.34549 -0.08
H -1.93832 -1.63800 0.57148 -0.14
```

Computed properties:
E_LUMO: 0.87 eV
HOMO level: -0.3347 hartree
HOMO-LUMO gap: 10.0 eV
SMILES string: Pn1cpcn1

Which one sits at the bottom of the stability order? B) does.

A) The following is a quantum chemistry calculation of a molecular structure, FH3N2O2S, from the OMol25 dataset.

The geometry in XYZ format:
```
9
Properties=species:S:1:pos:R:3:lowdin_charge:R:1
S -0.99646 0.63889 0.48113 0.75
H 0.78067 1.18111 -0.63329 0.00
O -1.44877 -0.00733 -0.75404 -0.37
H 1.51640 -1.46484 0.00491 0.12
H 0.36300 -1.02725 -1.11145 0.10
N 1.16405 0.50680 -0.06519 -0.01
F -0.85753 -0.68872 1.47625 -0.28
N 1.22049 -0.71756 -0.63025 -0.01
O -1.74186 1.57890 1.23193 -0.30
```

Computed properties:
E_LUMO (spin up / spin down): -1.38 / -1.38 eV
HOMO level (spin up / spin down): -0.3717 / -0.3717 hartree
HOMO-LUMO gap (spin up / spin down): 8.7 / 8.7 eV

B) The following is a quantum chemistry calculation of 2 unconnected molecules or ions with the total composition FH3N2O2S, from the OMol25 dataset.

The geometry in XYZ format:
```
9
Properties=species:S:1:pos:R:3:lowdin_charge:R:1
F -1.20827 0.99588 -1.04313 -0.33
O -2.07529 -0.03093 0.92294 -0.37
S -1.04484 -0.29053 -0.01103 0.89
O -1.69345 -1.38942 -1.13993 -0.38
H 2.11306 1.78257 1.04868 0.10
H 2.34678 -0.50822 0.86383 0.08
N 1.41036 -0.06163 0.67104 -0.13
H -1.15753 -1.62283 -2.07186 0.16
N 1.30917 1.12511 0.75945 -0.03
```

Computed properties:
E_LUMO: 0.38 eV
HOMO level: -0.3412 hartree
HOMO-LUMO gap: 9.7 eV

C) The following is a quantum chemistry calculation of 2 unconnected molecules or ions with the total composition FH3N2O2S, from the OMol25 dataset.

The geometry in XYZ format:
```
9
Properties=species:S:1:pos:R:3:lowdin_charge:R:1
O 0.20018 1.35732 0.70891 -0.30
O -1.36278 0.63708 -1.09591 -0.34
N -0.79157 -0.86467 0.91934 -0.02
F 1.93139 -0.45781 0.00664 -0.17
H -1.70023 -1.23829 0.84734 0.07
N 1.05430 -0.33258 -1.05482 -0.12
H 1.55187 1.06314 -1.97551 0.32
H -0.58846 -0.48943 1.76718 0.02
S -0.29472 0.32525 -0.12317 0.55
```

Computed properties:
E_LUMO (spin up / spin down): -1.74 / -1.74 eV
HOMO level (spin up / spin down): -0.4017 / -0.4016 hartree
HOMO-LUMO gap (spin up / spin down): 9.2 / 9.2 eV

Which one sits at the bottom of the stability order? C) does.

A) The following is a quantum chemistry calculation of 2 unconnected molecules or ions with the total composition H2, from the OMol25 dataset.

The geometry in XYZ format:
```
2
Properties=species:S:1:pos:R:3:lowdin_charge:R:1
H 0.00000 0.00000 0.46558 0.00
H 0.00000 0.00000 -0.46558 0.00
```

Computed properties:
E_LUMO: 2.05 eV
HOMO level: -0.4944 hartree
HOMO-LUMO gap: 15.5 eV

B) The following is a quantum chemistry calculation of 2 unconnected molecules or ions with the total composition H2, from the OMol25 dataset.

The geometry in XYZ format:
```
2
Properties=species:S:1:pos:R:3:lowdin_charge:R:1
H -0.71264 0.28973 -1.08207 0.00
H 0.71264 -0.28973 1.08207 0.00
```

Computed properties:
E_LUMO: -3.51 eV
HOMO level: -0.3508 hartree
HOMO-LUMO gap: 6.0 eV

Which one sits at the bottom of the stability order? B) does.